{"formula": "C4H28BO22", "method": "ωB97M-V/def2-TZVPD", "total_charge": -2, "largest_force_ha_per_bohr": 0.065, "orbital_gap_ev": [3.128, 8.377], "homo_ha": [0.040, -0.154], "multiplicity": 2, "relative_energy_kj_mol": 35.18, "s2": 0.76, "symbols": ["O", "C", "O", "B", "O", "C", "O", "O", "C", "O", "C", "O", "O", "O", "H", "H", "O", "H", "H", "O", "H", "H", "O", "H", "H", "O", "H", "H", "O", "H", "H", "O", "H", "H", "O", "H", "H", "O", "H", "H", "O", "H", "H", "O", "H", "H", "O", "H", "H", "O", "H", "H", "O", "H", "H"], "coordinates": [[0.16817, 0.30257, -3.27656], [0.27262, -0.12557, -2.09676], [-0.13194, 0.50636, -1.03990], [0.35012, -0.20750, 0.19194], [1.03787, -1.43441, -0.20656], [0.93993, -1.44373, -1.62173], [1.37564, -2.38020, -2.26872], [-0.76199, -0.53613, 1.14459], [-0.83301, 0.32533, 2.14478], [-1.71508, 0.42088, 3.01817], [0.50121, 1.13331, 2.04199], [1.16969, 0.68241, 0.97323], [0.90966, 2.00849, 2.82761], [-2.55501, 1.20452, -4.15454], [-1.76779, 1.11390, -3.61761], [-2.45961, 2.05750, -4.57828], [3.22653, 1.19520, -0.55361], [2.34724, 1.55779, -0.44591], [3.81152, 1.89174, -0.25554], [-3.96134, 2.19281, 2.86606], [-4.90215, 2.01750, 2.88514], [-3.55525, 1.32630, 2.88785], [1.10740, -2.32042, 2.92519], [0.79257, -2.12057, 2.04362], [1.73110, -1.62135, 3.12151], [-1.19135, -2.83235, -4.69825], [-1.14802, -3.49511, -5.38753], [-0.67842, -3.20046, -3.97878], [2.67390, -4.90532, -2.11453], [1.73388, -4.74892, -2.20465], [3.05199, -4.03385, -1.99691], [2.32090, 4.11449, 4.10977], [1.81737, 3.44448, 3.64743], [1.73574, 4.87106, 4.14751], [2.09386, 3.28203, -3.53960], [2.30592, 3.81844, -4.30349], [2.15807, 2.38031, -3.85426], [-3.37484, -0.83391, 5.80526], [-2.73988, -0.70744, 5.10023], [-3.39953, 0.00807, 6.25989], [0.07822, -0.70986, -5.97157], [0.48837, -0.23527, -5.24855], [-0.43112, -1.40028, -5.54716], [2.89917, 0.49169, -4.44128], [3.64774, 0.47417, -3.84499], [3.14543, 1.12326, -5.11709], [-1.97560, -2.75889, 3.90252], [-1.74137, -3.55013, 3.41743], [-1.20988, -2.19063, 3.81892], [-3.47784, -1.34282, 0.37094], [-3.05458, -1.11210, 1.19789], [-2.91103, -0.96601, -0.30209], [-0.23264, 2.71044, 5.31459], [0.08054, 2.31862, 4.49934], [0.23693, 2.23956, 6.00307]], "forces_ev_per_angstrom": [[-0.104, -0.596, 1.906], [1.296, -2.237, -2.128], [-0.322, 0.738, 2.086], [-0.346, -0.787, -0.164], [-0.850, 1.217, -1.705], [-0.321, 1.121, 0.510], [-0.107, -0.199, -0.369], [-1.142, -0.240, -0.182], [0.906, 1.069, 0.758], [1.305, -0.524, -1.414], [-0.637, 0.080, 0.782], [-0.019, 1.250, 1.458], [-0.427, -1.038, -0.995], [-0.802, 0.125, -0.193], [0.812, -0.317, 0.213], [0.096, 0.108, -0.064], [0.784, -0.103, -0.590], [-0.346, -0.005, 0.177], [0.072, 0.166, 0.068], [-0.379, 0.506, 0.037], [-0.194, -0.038, -0.047], [0.616, -0.387, 0.024], [-0.127, -0.277, 0.584], [-0.094, 0.049, -0.636], [0.162, 0.207, -0.029], [-0.488, -0.165, -0.123], [0.015, -0.172, -0.193], [0.423, 0.177, 0.439], [0.451, -0.938, -0.062], [-0.111, 0.471, 0.062], [-0.319, 0.431, 0.012], [0.674, 0.544, 0.245], [-0.269, -0.535, -0.367], [-0.190, 0.026, 0.074], [0.131, 0.609, 0.126], [-0.020, 0.174, -0.142], [-0.244, -0.799, 0.179], [-0.315, -0.147, 0.427], [0.214, -0.031, -0.483], [0.044, 0.260, -0.006], [0.314, 0.275, -1.231], [0.026, 0.067, 0.637], [-0.178, -0.131, 0.465], [-0.148, 0.114, -0.200], [0.143, -0.079, 0.428], [0.168, 0.009, -0.361], [-0.426, -0.118, 0.260], [0.119, -0.080, -0.170], [0.441, 0.192, -0.195], [-0.672, -0.248, -0.146], [0.324, 0.047, 0.245], [0.257, 0.128, -0.086], [-0.411, 0.358, 0.817], [0.094, -0.278, -0.836], [0.121, -0.047, 0.095]]}


{"formula": "C13H19AuN8S", "method": "ωB97M-V/def2-TZVPD", "total_charge": 0, "largest_force_ha_per_bohr": 0.043, "orbital_gap_ev": 7.698, "homo_ha": -0.273, "symbols": ["Au", "C", "C", "N", "N", "C", "N", "S", "C", "C", "C", "C", "C", "N", "H", "H", "H", "H", "H", "H", "H", "H", "H", "C", "C", "C", "C", "N", "C", "N", "N", "N", "H", "H", "H", "H", "H", "H", "H", "H", "H", "H"], "coordinates": [[-2.34292, 1.42144, 0.94792], [-2.82290, -3.37444, 1.84437], [-2.31306, -1.99152, 1.49021], [-2.80560, -0.89885, 1.89767], [-3.83477, -1.00077, 2.83126], [-4.25806, 0.13533, 3.25360], [-5.11469, 0.09242, 4.30206], [-4.00577, 1.71615, 2.54182], [-1.23554, -2.00444, 0.44479], [-1.47794, -2.20078, -0.91525], [-0.38117, -2.21823, -1.76774], [0.89824, -1.94682, -1.29097], [1.00597, -1.70576, 0.07748], [-0.03309, -1.72703, 0.94441], [-2.68164, -3.63179, 2.89935], [-2.27315, -4.06802, 1.25227], [-3.90774, -3.38231, 1.63573], [-4.87850, -0.65393, 4.91932], [-5.32367, 0.96638, 4.78097], [-2.47161, -2.44476, -1.28229], [-0.53339, -2.33341, -2.83785], [1.77604, -1.94396, -1.90784], [2.01890, -1.48231, 0.44341], [3.37677, 1.08646, -2.92618], [3.65960, 2.02347, -1.82175], [4.16183, 1.33278, -0.52594], [2.43373, 2.89518, -1.48427], [1.18676, 2.16492, -1.11669], [0.48495, 2.05518, -0.00351], [-0.69854, 1.65552, -0.33138], [-0.74234, 1.51861, -1.64694], [0.40380, 1.82382, -2.13785], [4.24870, 0.63268, -3.32699], [2.89652, 1.64627, -3.75761], [2.64134, 0.30832, -2.72394], [4.40392, 2.76962, -2.07685], [3.55886, 0.46999, -0.33019], [4.12288, 2.04731, 0.31680], [5.18983, 1.00824, -0.63603], [2.15060, 3.51064, -2.31229], [2.71393, 3.53303, -0.64290], [0.80291, 2.19539, 0.97980]], "forces_ev_per_angstrom": [[-0.072, 0.116, 0.457], [-0.633, 0.955, 0.504], [-0.663, -1.159, -0.424], [-0.263, 0.009, 0.036], [1.391, -0.914, -0.229], [0.012, 0.888, -1.111], [-0.559, 0.741, 0.825], [0.008, 0.328, 0.084], [-0.030, 1.238, 0.655], [0.442, -0.689, 0.074], [-0.168, 0.510, -0.572], [-0.899, -0.093, 1.078], [0.057, 0.014, -0.100], [1.355, -0.037, -0.911], [-0.057, 0.235, -0.117], [0.108, -0.818, -0.469], [0.456, -0.297, 0.095], [-0.194, -0.545, 0.392], [0.184, -0.334, -0.443], [0.128, 0.247, 0.104], [-0.034, -0.199, 0.137], [0.144, 0.020, -0.280], [-0.599, -0.079, 0.363], [-1.287, 0.295, -1.786], [-0.524, 0.376, 2.125], [0.052, 1.036, -0.483], [0.348, -0.618, 1.020], [1.353, 0.706, -0.952], [0.450, -0.011, -0.167], [-1.548, -0.521, 0.584], [0.261, -0.240, -1.095], [-0.754, -0.097, -0.238], [0.897, -0.497, -0.238], [0.394, -0.247, 0.246], [0.100, -0.050, 0.518], [0.254, 0.082, -0.428], [-0.425, -0.518, 0.385], [0.018, -0.458, -0.234], [0.182, -0.114, -0.048], [-0.143, 0.340, -0.499], [-0.312, -0.001, -0.033], [0.568, 0.403, 1.175]]}


{"formula": "C21H38As2LiNO9S2Si3", "method": "ωB97M-V/def2-TZVPD", "total_charge": -2, "largest_force_ha_per_bohr": 0.076, "orbital_gap_ev": 6.013, "homo_ha": -0.069, "relative_energy_kj_mol": 93.75, "symbols": ["Li", "O", "As", "O", "O", "C", "C", "C", "C", "C", "C", "S", "O", "O", "O", "H", "H", "H", "H", "H", "N", "C", "C", "C", "C", "C", "C", "S", "O", "O", "O", "H", "H", "H", "H", "H", "H", "C", "Si", "C", "C", "As", "Si", "C", "C", "C", "Si", "C", "C", "C", "H", "H", "H", "H", "H", "H", "H", "H", "H", "H", "H", "H", "H", "H", "H", "H", "H", "H", "H", "H", "H", "H", "H", "H", "H", "H", "H"], "coordinates": [[-2.25223, -12.76616, -10.34133], [-3.78998, -11.74752, -10.73414], [-3.26491, -10.07628, -10.25908], [-2.18987, -9.24918, -11.23760], [-1.27986, -11.12990, -9.65115], [-0.19968, -10.65716, -10.16899], [0.23592, -9.33158, -9.91800], [1.47890, -8.98278, -10.35960], [2.19487, -9.73654, -11.32891], [1.83672, -11.08577, -11.50785], [0.61221, -11.49368, -11.00814], [-0.02707, -13.08078, -11.66942], [0.87922, -13.53159, -12.71750], [-1.32940, -12.65975, -12.11464], [-0.13279, -13.99699, -10.47753], [-3.95424, -11.63445, -11.81436], [-0.48238, -8.64202, -9.46037], [1.81130, -7.98858, -10.13548], [3.06084, -9.27180, -11.82973], [2.41553, -11.86111, -11.98754], [-1.48666, -9.40892, -17.75918], [-2.32792, -9.42358, -16.70917], [-1.85987, -9.30792, -15.33216], [-2.76837, -9.42089, -14.32358], [-4.12849, -9.54827, -14.58784], [-4.60370, -9.47536, -15.89902], [-3.69306, -9.24064, -16.95102], [-5.11610, -10.34689, -13.31855], [-5.20748, -9.61707, -12.06841], [-6.34289, -10.58217, -14.03594], [-4.09850, -11.37648, -13.06747], [-0.67312, -9.94878, -17.72493], [-1.81833, -9.09486, -18.63927], [-0.78927, -9.37023, -15.05517], [-2.40751, -9.44118, -13.30080], [-5.69495, -9.63115, -16.10665], [-4.07683, -9.13958, -17.97211], [-2.19491, -19.44186, -13.04920], [-2.61539, -17.62120, -12.84923], [-3.97817, -17.27311, -14.09454], [-3.36919, -17.54127, -11.08781], [-0.71792, -15.97421, -12.75746], [-0.14765, -16.54276, -14.96923], [1.06765, -15.16486, -15.43936], [-1.55007, -16.20707, -16.25288], [0.80595, -18.11977, -15.27025], [0.86789, -16.82634, -11.18216], [1.21899, -18.49149, -11.85482], [2.54494, -15.94387, -11.07067], [0.08132, -16.85631, -9.46007], [-2.67123, -19.80875, -13.95003], [-2.75891, -20.02032, -12.29597], [-1.14456, -19.88993, -13.11246], [-4.98421, -17.50396, -13.67844], [-3.96166, -17.96226, -14.94602], [-4.01784, -16.23972, -14.47398], [-2.66480, -17.79547, -10.30685], [-4.11967, -18.33356, -11.08325], [-3.81083, -16.56789, -10.97382], [0.58580, -14.15799, -15.58685], [1.48880, -15.37453, -16.46570], [1.99662, -15.01779, -14.85584], [-2.53091, -16.80702, -16.07917], [-1.11418, -16.55160, -17.18736], [-1.81430, -15.14580, -16.27295], [0.85469, -18.42168, -16.36601], [0.47879, -18.92213, -14.72054], [1.92183, -17.97886, -15.12854], [1.57618, -19.05881, -10.94062], [2.07646, -18.30632, -12.57087], [0.47520, -19.09888, -12.42122], [3.21265, -16.56842, -10.47395], [2.46896, -14.91530, -10.67313], [2.89463, -15.94959, -12.15076], [0.01967, -17.89003, -9.12862], [-0.94049, -16.39070, -9.49112], [0.68765, -16.32130, -8.69728]], "forces_ev_per_angstrom": [[0.544, 0.467, -0.377], [0.405, 0.626, -0.307], [1.573, 0.819, 0.014], [-1.843, -0.587, 0.048], [-1.437, -0.837, 0.760], [0.378, -0.592, -0.651], [-0.357, -1.141, 0.305], [0.165, 0.513, -1.998], [0.815, -0.364, 1.218], [-0.592, 1.137, 0.186], [0.115, -0.548, -0.012], [1.300, 1.324, 2.466], [0.094, -0.071, 0.465], [-1.384, -0.387, -0.569], [0.009, 0.365, -1.139], [0.298, -0.629, 1.152], [0.623, -0.350, 0.172], [0.277, 0.554, -0.075], [-0.234, -0.496, 0.507], [0.189, 0.397, -0.648], [0.863, 0.579, -0.879], [-1.161, 1.969, 2.522], [0.244, -1.206, -1.803], [0.033, 0.335, 0.397], [-0.762, 0.009, -0.667], [-0.369, 0.553, 0.246], [-0.440, -1.090, 0.629], [1.743, 2.099, -1.041], [-1.004, 0.911, 0.197], [-0.665, -1.061, 0.616], [-0.807, -2.304, -1.040], [1.167, -0.581, -0.073], [-0.160, -0.181, -0.525], [-0.647, 0.227, -0.539], [-0.096, -0.053, 0.181], [1.233, 0.300, 0.285], [0.248, -0.194, 0.221], [0.684, -1.766, -0.189], [1.546, 0.640, 1.477], [-1.072, 0.043, -0.234], [0.109, -0.698, -1.294], [-1.801, -0.701, -0.804], [0.495, 1.789, 0.119], [0.760, 0.808, -1.625], [-1.312, -1.627, 1.186], [2.279, 1.111, -2.947], [-0.854, 1.362, 0.119], [1.399, -1.620, -0.055], [-0.513, -0.008, -1.505], [-0.452, 0.489, 0.110], [-0.097, 0.037, -0.661], [0.417, 0.201, 0.175], [-1.367, 0.989, 0.333], [0.550, 0.324, 0.257], [0.456, 0.183, -0.061], [0.073, -0.357, 0.200], [0.300, 0.266, 0.133], [-0.412, 0.134, 0.148], [-0.268, 0.383, 0.452], [0.306, -0.940, 0.594], [-0.452, -0.124, 0.529], [-0.745, -0.115, 0.251], [1.801, 1.012, -0.376], [-0.072, 0.210, -0.363], [0.193, -0.165, -0.053], [-0.646, 0.295, 0.982], [-0.688, -2.046, 1.298], [-1.216, 0.094, 0.529], [-0.016, 0.040, -1.167], [-0.647, -0.499, 0.814], [0.429, 0.768, 0.814], [0.099, 0.038, 0.042], [0.030, -0.581, -0.317], [-0.020, 0.330, 1.259], [-0.275, -0.267, 0.103], [0.991, -0.452, 0.133], [-0.347, -0.097, -0.652]]}